Entry 1:
The following is a DFT calculation (the ωB97M-V functional and the def2-TZVPD basis) of 2 unconnected molecules or ions with the total composition C15H28NO9S in a non-equilibrium geometry.

The geometry in XYZ format:
```
54
Properties=species:S:1:pos:R:3
C 5.82 -1.84 0.67
C 5.44 -1.07 -0.73
O 4.61 0.14 -0.56
C 4.61 0.75 -1.93
C 3.38 1.81 -2.17
C 2.03 0.91 -2.54
C 1.14 0.52 -1.18
C -0.45 0.71 -1.60
C -1.49 -0.18 -0.70
C -0.99 -0.31 0.89
C -0.87 1.14 1.65
O -1.51 1.25 2.85
O -1.89 -1.46 -1.30
C -0.77 -2.38 -1.50
C -0.13 -2.35 -3.03
N 0.17 -3.81 -3.39
C -2.90 0.73 -0.62
O -3.24 1.66 -1.51
O -3.80 0.37 0.52
H 5.27 -1.44 1.62
H 7.00 -1.76 0.84
H 5.56 -2.99 0.50
H 4.80 -1.82 -1.38
H 6.43 -0.73 -1.28
H 5.64 1.29 -2.18
H 4.46 -0.12 -2.72
H 3.67 2.58 -3.00
H 3.22 2.42 -1.18
H 2.29 -0.09 -3.08
H 1.39 1.58 -3.29
H 1.40 -0.54 -0.76
H 1.38 1.40 -0.41
H -0.62 0.38 -2.73
H -0.64 1.87 -1.58
H 0.04 -0.88 0.97
H -1.78 -0.98 1.47
H -0.25 2.07 1.26
H -1.21 -3.48 -1.37
H 0.10 -2.30 -0.72
H 0.92 -1.78 -2.99
H -0.86 -1.84 -3.80
H -0.78 -4.27 -3.46
H 0.58 -4.22 -2.51
C -5.04 2.76 3.88
C -4.28 1.44 3.76
O -4.64 0.69 4.92
S -6.17 1.07 5.33
O -7.05 0.06 4.79
O -6.19 1.46 6.72
O -6.31 2.41 4.42
H -4.55 3.43 4.58
H -5.15 3.25 2.92
H -3.19 1.59 3.73
H -4.60 0.88 2.88
```

Summary:
E_tot = -1718.1714 a.u.
total charge = -1
HOMO-LUMO gap = 7.0 eV

Atomic partial charges in e from the Löwdin method, atoms 1 to 8: atom 1 (C): -0.11, atom 2 (C): -0.28, atom 3 (O): -0.22, atom 4 (C): -0.23, atom 5 (C): -0.17, atom 6 (C): -0.20, atom 7 (C): -0.19, atom 8 (C): -0.13


Entry 2:
The following is a DFT calculation (the ωB97M-V functional and the def2-TZVPD basis) of a gas-phase ion, C15H29BN3O2 (charge -1) in a non-equilibrium geometry.

The geometry in XYZ format:
```
50
Properties=species:S:1:pos:R:3
C 3.58 2.60 2.19
C 2.74 2.49 0.92
O 3.53 2.63 -0.25
C 3.85 1.38 -0.84
C 2.78 0.88 -1.83
O 2.39 -0.41 -1.47
C 0.99 -0.72 -1.67
B 0.23 -1.20 -0.28
C 1.27 -2.23 0.46
N 0.70 -3.03 1.59
C -1.15 -2.01 -0.76
C -2.48 -1.28 -0.54
C -3.69 -2.10 -1.04
C -4.94 -1.26 -1.13
N -4.86 -0.27 -2.21
C -0.14 0.11 0.62
C -0.14 0.14 2.02
C -0.45 1.28 2.72
N -0.80 2.45 2.18
C -0.83 2.42 0.84
C -0.51 1.33 0.06
H 4.60 2.29 2.00
H 3.59 3.61 2.58
H 3.13 1.97 2.96
H 2.01 3.30 0.91
H 2.18 1.56 0.92
H 3.94 0.62 -0.08
H 4.81 1.48 -1.36
H 1.96 1.60 -1.80
H 3.20 0.91 -2.84
H 0.95 -1.56 -2.37
H 0.48 0.11 -2.18
H 2.16 -1.71 0.82
H 1.59 -2.95 -0.29
H 1.12 -2.73 2.46
H -0.29 -2.84 1.70
H -1.11 -2.27 -1.82
H -1.24 -2.96 -0.22
H -2.65 -1.08 0.52
H -2.47 -0.33 -1.07
H -3.42 -2.53 -2.00
H -3.82 -2.92 -0.34
H -5.81 -1.89 -1.33
H -5.06 -0.76 -0.16
H -5.78 0.14 -2.35
H -4.24 0.49 -1.96
H 0.14 -0.75 2.57
H -0.40 1.24 3.80
H -1.12 3.34 0.35
H -0.54 1.44 -1.01
```

Summary:
E_tot = -928.5655 a.u.
total charge = -1
energy above the lowest of the compared OMol25 structures with the same formula, charge and spin = 0.000 eV
HOMO-LUMO gap = 7.9 eV

Atomic partial charges in e from the Löwdin method, atoms 1 to 8: atom 1 (C): -0.06, atom 2 (C): -0.27, atom 3 (O): -0.16, atom 4 (C): -0.18, atom 5 (C): -0.21, atom 6 (O): -0.17, atom 7 (C): -0.14, atom 8 (B): -0.61


Entry 3:
The following is a DFT calculation (the ωB97M-V functional and the def2-TZVPD basis) of 2 unconnected molecules or ions with the total composition C15H29BrN3O8 in a non-equilibrium geometry.

The geometry in XYZ format:
```
56
Properties=species:S:1:pos:R:3
C -0.15 3.35 1.73
C -1.52 2.66 1.31
O -1.99 2.91 0.16
O -2.32 1.80 2.15
C -2.08 0.48 1.68
O -1.24 -0.22 2.30
C -2.79 -0.16 0.37
N -1.95 -1.34 0.01
C -0.75 -1.03 -0.87
C -0.88 -1.63 -2.35
C 0.40 -1.32 -3.29
Br 1.81 -0.22 -2.42
C -2.19 -2.58 0.47
N -3.34 -2.76 1.34
N -1.29 -3.70 0.11
O -1.98 -4.87 -0.04
C -1.99 -5.29 -1.44
C -2.02 -6.89 -1.64
C -3.25 -7.21 -2.66
O -0.82 -7.30 -2.37
H -0.39 4.25 2.40
H 0.62 2.65 2.19
H 0.34 3.79 0.79
H -3.89 -0.41 0.53
H -2.76 0.59 -0.50
H -0.69 0.12 -0.99
H 0.18 -1.35 -0.30
H -1.87 -1.32 -2.87
H -0.93 -2.77 -2.26
H 0.90 -2.31 -3.57
H 0.04 -0.85 -4.28
H -3.48 -3.75 1.60
H -4.20 -2.46 0.86
H -0.54 -3.81 0.82
H -1.02 -4.91 -1.91
H -2.93 -4.82 -1.92
H -2.12 -7.48 -0.66
H -3.50 -8.32 -2.57
H -4.14 -6.52 -2.46
H -2.87 -6.94 -3.72
H -0.04 -6.80 -2.04
C 5.71 4.22 2.48
C 4.81 4.24 1.26
O 3.63 5.02 1.50
C 3.79 6.35 1.41
O 4.82 6.93 1.15
O 2.62 6.93 1.70
C 2.67 8.36 1.74
H 5.15 3.90 3.37
H 6.56 3.55 2.33
H 6.10 5.22 2.70
H 4.47 3.22 1.05
H 5.34 4.59 0.37
H 3.10 8.76 0.82
H 3.24 8.69 2.61
H 1.65 8.73 1.83
```

Summary:
E_tot = -3928.7560 a.u.
total charge = +1
HOMO-LUMO gap = 8.7 eV

Atomic partial charges in e from the Löwdin method, atoms 1 to 8: atom 1 (C): 0.02, atom 2 (C): -0.35, atom 3 (O): 0.06, atom 4 (O): 0.06, atom 5 (C): -0.29, atom 6 (O): 0.11, atom 7 (C): 0.00, atom 8 (N): -0.04


Entry 4:
The following is a DFT calculation (the ωB97M-V functional and the def2-TZVPD basis) of a molecular structure, C15H29CdNO6 in a non-equilibrium geometry.

The geometry in XYZ format:
```
52
Properties=species:S:1:pos:R:3
Cd 2.78 0.83 0.88
C -4.88 -0.17 -2.33
C -3.36 -0.14 -2.31
C -2.87 0.05 -0.88
N -1.39 -0.05 -0.67
C -0.84 -1.41 -1.03
C -1.36 -2.54 -0.16
C -1.17 -2.21 1.32
C -1.60 -0.79 1.70
C -1.04 0.24 0.76
C -0.64 0.93 -1.51
H -5.31 0.73 -1.90
H -5.29 -1.06 -1.85
H -5.19 -0.27 -3.38
H -3.02 0.66 -2.97
H -2.95 -1.09 -2.63
H -3.36 -0.72 -0.30
H -3.10 1.05 -0.50
H -0.98 -1.56 -2.10
H 0.24 -1.32 -0.91
H -2.43 -2.62 -0.38
H -0.81 -3.44 -0.43
H -1.74 -2.93 1.92
H -0.13 -2.36 1.62
H -2.66 -0.67 1.92
H -1.10 -0.60 2.65
H -1.54 1.19 0.97
H 0.02 0.41 0.80
H 0.41 0.69 -1.45
H -0.77 1.92 -1.06
H -1.04 0.94 -2.52
C 4.10 0.71 4.72
C 3.62 0.81 3.30
O 4.16 1.62 2.50
O 2.64 0.09 2.93
H 5.08 0.27 4.83
H 3.39 0.07 5.25
H 4.04 1.71 5.15
C 1.10 4.16 -0.90
C 1.64 2.87 -0.33
O 1.19 2.43 0.78
O 2.68 2.35 -0.82
H 0.64 3.95 -1.88
H 1.91 4.85 -1.10
H 0.32 4.52 -0.24
C 2.97 -2.56 -1.49
C 2.94 -1.35 -0.57
O 1.84 -0.98 -0.01
O 3.97 -0.66 -0.40
H 3.79 -3.19 -1.16
H 3.07 -2.24 -2.52
H 2.04 -3.10 -1.33
```

Summary:
E_tot = -1262.9663 a.u.
energy above the lowest of the compared OMol25 structures with the same formula, charge and spin = 0.000 eV
HOMO-LUMO gap = 8.6 eV

Atomic partial charges in e from the Löwdin method, atoms 1 to 8: atom 1 (Cd): 1.45, atom 2 (C): -0.09, atom 3 (C): -0.23, atom 4 (C): -0.13, atom 5 (N): -0.25, atom 6 (C): -0.13, atom 7 (C): -0.14, atom 8 (C): -0.17